Computed, not measured: one molecule with the formula C24H28N2O2, with wB97M-V/def2-TZVPD.

Each atom is followed by the atoms it is bonded to, with distances in Å.
CARTESIAN COORDINATES (ANGSTROEM)
1 C -3.6169 -0.3319 0.8829  C2 1.529, H29 1.087, H30 1.088, H31 1.088
2 C -2.3995 0.5704 0.6832  C1 1.529, C3 1.526, C4 1.534, H32 1.093
3 C -1.3198 0.2022 1.6972  C2 1.526, H33 1.087, H34 1.088, H35 1.089
4 C -2.8431 2.0338 0.8083  C2 1.534, C5 1.530, H36 1.094, H37 1.091
5 C -1.7673 3.1085 0.6369  C4 1.530, C6 1.543, H38 1.093, H39 1.092
6 C -1.1260 3.2454 -0.7603  C5 1.543, C7 1.524, N8 1.442, H40 1.100
7 C -2.1521 3.3514 -1.8820  C6 1.524, H41 1.086, H42 1.086, H43 1.087
8 N -0.2318 2.1537 -1.0558  C6 1.442, C9 1.321, H44 1.026
9 C 0.9746 2.0085 -0.5375  N8 1.321, C10 1.382, H45 1.084
10 C 1.7340 0.8573 -0.6318  C9 1.382, C11 1.450, C28 1.445
11 C 1.1290 -0.3173 -1.2281  C10 1.450, O12 1.234, N13 1.380
12 O 0.0356 -0.3058 -1.8002  C11 1.234
13 N 1.8057 -1.5153 -1.1279  C11 1.380, C14 1.459, C21 1.384
14 C 1.1241 -2.6885 -1.6647  N13 1.459, C15 1.505, H46 1.093, H47 1.094
15 C -0.0355 -3.0914 -0.7941  C14 1.505, C16 1.390, C20 1.387
16 C 0.1638 -3.3120 0.5636  C15 1.390, C17 1.383, H48 1.081
17 C -0.8922 -3.6861 1.3749  C16 1.383, C18 1.385, H49 1.081
18 C -2.1581 -3.8481 0.8366  C17 1.385, C19 1.385, H50 1.081
19 C -2.3629 -3.6267 -0.5148  C18 1.385, C20 1.384, H51 1.081
20 C -1.3076 -3.2456 -1.3250  C15 1.387, C19 1.384, H52 1.080
21 C 3.0472 -1.6948 -0.5436  N13 1.384, O22 1.218, C23 1.464
22 O 3.5481 -2.8027 -0.4769  C21 1.218
23 C 3.7039 -0.4850 -0.0457  C21 1.464, C24 1.395, C28 1.404
24 C 4.9915 -0.6170 0.4757  C23 1.395, C25 1.376, H53 1.080
25 C 5.6736 0.4820 0.9450  C24 1.376, C26 1.390, H54 1.079
26 C 5.0663 1.7314 0.8857  C25 1.390, C27 1.377, H55 1.081
27 C 3.7945 1.8731 0.3759  C26 1.377, C28 1.401, H56 1.079
28 C 3.0722 0.7678 -0.0938  C10 1.445, C23 1.404, C27 1.401
29 H -3.3336 -1.3742 0.7620  C1 1.087
30 H -4.3932 -0.1006 0.1565  C1 1.088
31 H -4.0306 -0.1993 1.8809  C1 1.088
32 H -2.0085 0.3804 -0.3192  C2 1.093
33 H -0.3997 0.7545 1.5223  C3 1.087
34 H -1.0891 -0.8578 1.6191  C3 1.088
35 H -1.6616 0.4074 2.7102  C3 1.089
36 H -3.2690 2.1671 1.8072  C4 1.094
37 H -3.6475 2.2177 0.0940  C4 1.091
38 H -2.2239 4.0728 0.8740  C5 1.093
39 H -0.9683 2.9420 1.3617  C5 1.092
40 H -0.5241 4.1661 -0.7396  C6 1.100
41 H -2.8677 4.1398 -1.6657  C7 1.086
42 H -2.6862 2.4126 -1.9986  C7 1.086
43 H -1.6550 3.5811 -2.8213  C7 1.087
44 H -0.5856 1.3142 -1.5283  N8 1.026
45 H 1.3625 2.8658 0.0003  C9 1.084
46 H 0.7763 -2.4536 -2.6734  C14 1.093
47 H 1.8691 -3.4885 -1.7000  C14 1.094
48 H 1.1533 -3.1969 0.9826  C16 1.081
49 H -0.7269 -3.8552 2.4292  C17 1.081
50 H -2.9822 -4.1441 1.4697  C18 1.081
51 H -3.3495 -3.7477 -0.9388  C19 1.081
52 H -1.4725 -3.0625 -2.3763  C20 1.080
53 H 5.4294 -1.6036 0.4927  C24 1.080
54 H 6.6698 0.3796 1.3471  C25 1.079
55 H 5.5978 2.6036 1.2384  C26 1.081
56 H 3.3651 2.8618 0.3295  C27 1.079

Values from the calculation:
LUMO energy   0.33 eV
Energy   -32419.8177 eV
SMILES string   CC(C)CC[C@H](C)N/C=C1\C(=O)N(Cc2ccccc2)C(=O)c2ccccc21